Record 1
Formula: C20H27FeN13O
Source: the Open Molecules 2025 dataset
Level of theory: ωB97M-V/def2-TZVPD

Geometry as XYZ:
```
62
C20H27FeN13O | the Open Molecules 2025 dataset | ωB97M-V/def2-TZVPD
Fe 0.1706 0.0810 -0.4186
N 3.1440 0.0475 -2.6706
C 3.2694 -0.6522 -1.4824
N 4.3411 -1.4029 -1.2482
N 4.1355 -1.8875 -0.0081
N 3.0130 -1.4478 0.4609
N 2.4262 -0.6441 -0.4563
C 2.0270 0.7003 -3.1543
N 1.9380 1.0333 -4.4407
N 0.7763 1.7092 -4.5222
N 0.2157 1.7709 -3.3557
N 0.9910 1.1341 -2.4465
H 3.7802 -0.2525 -3.3887
C -2.8814 -1.4893 -0.1002
C -1.9982 -2.4490 0.6520
O -1.1160 -1.9557 1.5279
N -1.4101 -3.5635 -0.0168
C -0.0685 -3.3327 -0.6229
C -0.1308 -2.8443 -2.0389
C 0.2161 -3.6635 -3.1097
C 0.1181 -3.1787 -4.4037
C -0.3699 -1.8983 -4.5927
C -0.7148 -1.1555 -3.4724
N -0.5821 -1.5974 -2.2246
H -3.5980 -1.0029 0.5658
H -3.4311 -2.0190 -0.8811
H -2.2753 -0.7015 -0.5738
H -2.0598 -3.9266 -0.7021
H 0.4879 -4.2707 -0.5704
H 0.4371 -2.5937 0.0003
H 0.5841 -4.6637 -2.9150
H 0.4166 -3.7894 -5.2481
H -0.4562 -1.4657 -5.5799
H -1.0961 -0.1473 -3.5763
C 0.5045 1.0455 2.9610
C -0.2758 -0.2668 3.0698
C -1.3432 -0.1176 4.1724
C 0.6922 -1.3929 3.4338
C -0.9247 -0.5358 1.7152
H 1.0116 1.2845 3.9061
H -0.1690 1.8706 2.7048
H 1.2453 0.9577 2.1643
H -0.8915 0.0463 5.1621
H -1.9655 -1.0159 4.2197
H -1.9904 0.7363 3.9494
H 1.2395 -1.1441 4.3517
H 1.4110 -1.5386 2.6232
H 0.1567 -2.3311 3.5884
H -1.8606 0.0327 1.6143
N -0.6127 5.9604 2.2751
C -0.5710 4.7668 1.5361
C 0.6200 4.2796 1.0137
C 0.5997 3.1136 0.2668
N -0.5054 2.4164 0.0147
C -1.6456 2.9064 0.4832
C -1.7334 4.0617 1.2423
H 0.2600 6.1477 2.7465
H -1.3775 5.9748 2.9336
H 1.5505 4.8075 1.1891
H 1.5091 2.6986 -0.1559
H -2.5386 2.3451 0.2278
H -2.6948 4.4097 1.6045
```

Summary:
**Spin multiplicity**: 5
**E_HOMO (spin up / spin down)**: 0.70 / 0.93 eV
**Relative energy (zero: lowest compared OMol25 entry of this formula, charge and spin)**: 155.9 kJ/mol
**Gap between HOMO and LUMO (spin up / spin down)**: 3.752 / 3.523 eV
**Charge**: -2

***

Record 2
Formula: C5H9N3
Source: the Open Molecules 2025 dataset
Level of theory: ωB97M-V/def2-TZVPD

Geometry as XYZ:
```
17
C5H9N3 | the Open Molecules 2025 dataset | ωB97M-V/def2-TZVPD
N 2.4281 -0.2851 0.0291
N 1.0797 0.0961 -0.2091
C 0.6082 1.3352 -0.0794
N -0.5849 1.5242 -0.0764
C -1.5724 0.5535 0.0359
C -0.9216 -0.3648 1.1216
C -0.0372 -0.9244 -0.0475
C -1.1373 -0.5831 -1.0224
H 3.1274 0.4405 -0.6909
H 2.7109 -0.2352 1.1812
H 1.3917 2.1055 -0.2974
H -2.6619 1.0303 -0.0236
H -1.6422 -1.1647 1.4313
H -0.5595 0.1324 1.9470
H 0.4298 -1.8383 -0.3040
H -1.7275 -1.4265 -0.8170
H -0.9313 -0.3956 -2.1784
```

Summary:
**E_HOMO**: -8.21 eV
**Relative energy (zero: lowest compared OMol25 entry of this formula, charge and spin)**: 508.2 kJ/mol
**SMILES string**: NN1C=N[C@H]2C[C@@H]1C2
**Gap between HOMO and LUMO**: 8.982 eV

***

Record 3
Formula: C5H6O2
Source: the Open Molecules 2025 dataset
Level of theory: ωB97M-V/def2-TZVPD

Geometry as XYZ:
```
13
C5H6O2 | the Open Molecules 2025 dataset | ωB97M-V/def2-TZVPD
O -1.0448 2.0754 -0.8133
C -0.5111 1.0416 -1.1547
C -0.1306 0.0154 -0.1374
C -1.2935 0.0018 0.8464
O -1.5651 -0.8727 1.6279
C 1.1832 -0.0906 0.6357
C 0.8290 -1.1205 -0.3792
H -0.4735 0.7638 -2.2250
H -1.7918 0.9962 0.7604
H 1.0468 -0.3759 1.6769
H 1.9871 0.6135 0.4480
H 0.5468 -2.1152 -0.0513
H 1.4153 -1.0993 -1.2992
```

Summary:
**E_HOMO**: -9.68 eV
**Relative energy (zero: lowest compared OMol25 entry of this formula, charge and spin)**: 173.3 kJ/mol
**SMILES string**: O=CC1(C=O)CC1
**Gap between HOMO and LUMO**: 10.132 eV

***

Record 4
Formula: C74H213N11O34
Source: the Open Molecules 2025 dataset
Level of theory: ωB97M-V/def2-TZVPD

Geometry as XYZ:
```
332
C74H213N11O34 | the Open Molecules 2025 dataset | ωB97M-V/def2-TZVPD
C 19.5559 14.6834 6.2804
O 19.2072 14.9166 7.6680
H 18.6460 14.5478 5.6958
H 20.0123 15.5306 5.7686
H 20.1956 13.8150 6.1227
H 19.7478 14.2820 8.1441
C 15.0800 13.3657 5.0803
O 15.2042 12.1162 4.3093
H 14.8223 14.2403 4.4829
H 14.2453 13.3368 5.7808
H 16.0224 13.6675 5.5374
H 14.9666 11.3824 4.8809
C 13.5418 4.6574 17.9919
O 13.2218 5.7496 17.1520
H 13.4769 4.9451 19.0413
H 12.8160 3.8572 17.8472
H 14.4464 4.1510 17.6553
H 13.8388 6.4681 17.3090
C 18.1989 15.1811 15.7976
O 19.0290 14.2315 15.1541
H 17.6750 15.7440 15.0251
H 17.5348 14.6943 16.5118
H 18.8191 15.8723 16.3683
H 18.6793 14.1095 14.2684
C 14.4716 13.8605 12.2797
O 13.1188 13.9971 12.5596
H 14.7064 12.9343 11.7553
H 14.8377 14.6817 11.6634
H 15.1247 13.7066 13.1387
H 12.8261 13.3897 13.2430
C 21.2075 8.4772 16.6821
O 21.7695 7.1928 16.3739
H 21.5659 9.1702 15.9209
H 20.1237 8.5342 16.5817
H 21.4264 8.8871 17.6681
H 21.3135 6.6288 17.0028
C 18.2666 15.0291 11.5789
O 17.9788 14.0909 12.5876
H 18.8162 14.6028 10.7396
H 17.3725 15.5296 11.2070
H 18.9196 15.8514 11.8714
H 17.7402 13.2475 12.1961
C 11.5358 12.8794 15.5697
O 11.7166 12.4229 14.2840
H 10.6167 13.4619 15.6336
H 11.4903 11.9310 16.1050
H 12.4019 13.4730 15.8623
H 11.1221 11.6990 14.0741
C 22.0195 12.4479 15.1469
O 20.6334 12.0636 14.9748
H 22.7310 11.6238 15.1993
H 22.2823 13.0456 14.2741
H 22.1199 13.0763 16.0319
H 20.0876 12.8177 15.2092
C 21.8871 14.1285 9.4343
O 21.0861 13.1579 8.8471
H 21.3604 14.9254 9.9593
H 22.5648 13.7395 10.1943
H 22.5247 14.6179 8.6980
H 21.6481 12.6539 8.2541
C 22.8564 12.8560 5.8332
O 22.4688 11.7581 6.6866
H 22.2740 12.7303 4.9204
H 22.7172 13.8732 6.1994
H 23.9299 12.8002 5.6526
H 22.7526 10.9257 6.3016
C 19.1845 9.5722 6.2780
O 18.6406 8.2980 5.9140
H 19.4026 9.5124 7.3443
H 20.0269 9.7656 5.6139
H 18.5194 10.4276 6.1600
H 17.7373 8.4079 6.2198
C 16.3777 16.7730 8.6182
O 17.6993 16.8267 8.9535
H 15.9584 15.8016 8.8800
H 15.8596 17.5964 9.1099
H 16.3622 16.7842 7.5284
H 18.1624 16.2018 8.3908
C 18.2414 14.5498 3.1038
O 19.3964 14.1862 2.4329
H 17.8711 13.7734 3.7733
H 18.4537 15.4165 3.7298
H 17.4229 14.6949 2.3988
H 19.2612 13.4973 1.7780
C 16.2941 7.1105 16.6452
O 15.3820 7.5795 17.6522
H 16.3593 6.0225 16.6447
H 16.0263 7.3564 15.6176
H 17.2746 7.5606 16.8004
H 15.8496 7.6376 18.4886
C 15.2263 18.0827 12.0031
O 13.8362 17.9093 11.8459
H 15.6179 18.9743 11.5135
H 15.4286 18.1148 13.0737
H 15.8860 17.2837 11.6646
H 13.4453 18.7093 12.2048
C 9.2218 3.2454 10.9437
O 8.7729 4.5395 11.3268
C 8.2611 5.3686 10.3282
C 8.3999 6.8954 10.6389
N 9.6864 7.5306 10.2393
C 10.7528 7.0004 11.0779
C 11.9949 7.9009 10.8754
O 11.8128 9.1806 11.4899
C 12.6600 10.1816 10.9017
H 8.3270 2.6229 10.9479
H 9.9520 2.8453 11.6470
H 9.6101 3.1669 9.9282
H 7.2049 5.1544 10.1650
H 8.8005 5.2192 9.3929
H 8.1958 7.1168 11.6865
H 7.6675 7.4069 10.0142
H 9.7117 8.5175 10.4528
H 10.9848 5.9409 10.9696
H 10.5199 7.1113 12.1370
H 12.1865 7.9770 9.8051
H 12.8492 7.4918 11.4147
H 12.5243 10.2900 9.8256
H 13.7045 10.0010 11.1554
H 12.3150 11.1095 11.3579
C 14.9822 9.6877 13.7434
O 16.2323 9.5775 12.9692
C 17.2207 10.4673 13.5555
C 18.3252 10.7514 12.5021
N 17.6099 11.5485 11.4947
C 18.2896 11.6261 10.2147
C 17.4156 12.3457 9.1591
O 16.1371 11.7654 9.1759
C 15.2444 12.1371 8.1510
H 14.2768 8.9632 13.3365
H 14.5863 10.6976 13.6371
H 15.1551 9.4401 14.7908
H 17.6228 9.9232 14.4101
H 16.8485 11.4429 13.8685
H 18.5786 9.8056 12.0232
H 19.1855 11.3507 12.7999
H 16.7292 11.0667 11.3837
H 18.6376 10.7079 9.7415
H 19.2071 12.2101 10.2863
H 17.8702 12.2907 8.1699
H 17.2471 13.3722 9.4846
H 15.5226 11.6296 7.2273
H 15.2774 13.2251 8.0932
H 14.2176 11.8656 8.3960
C 16.9025 5.0562 13.2809
O 18.2456 5.3783 13.0021
C 19.0681 5.2404 14.1059
C 20.4778 5.6308 13.7607
N 21.1156 4.5902 13.0182
C 22.4958 4.9872 12.7153
C 23.1203 3.9684 11.7083
O 22.4715 4.1615 10.4591
C 22.6117 3.0506 9.5840
H 16.2865 5.0010 12.3833
H 16.5088 5.9072 13.8366
H 16.8199 4.1358 13.8591
H 19.0457 4.2204 14.4897
H 18.6053 5.9377 14.8042
H 21.0728 5.8435 14.6489
H 20.3653 6.5366 13.1648
H 20.6666 4.6065 12.1137
H 23.1399 5.0174 13.5941
H 22.4826 5.9695 12.2429
H 23.0626 2.9750 12.1532
H 24.1913 4.1468 11.6125
H 21.7552 2.4056 9.7800
H 23.5658 2.5264 9.6386
H 22.5423 3.4205 8.5610
C 12.4177 9.0861 16.7387
O 11.4111 9.5973 15.8625
C 10.9393 8.7920 14.8419
C 9.5799 9.2887 14.3455
N 9.7238 10.4348 13.5027
C 8.4558 10.8919 12.9705
C 8.7898 11.5917 11.6772
O 9.1111 10.5811 10.7358
C 9.5532 11.2052 9.5169
H 12.5763 9.9113 17.4330
H 13.3174 8.8047 16.1915
H 12.0326 8.2495 17.3216
H 10.9158 7.7410 15.1300
H 11.7272 8.8183 14.0892
H 8.9259 9.5539 15.1761
H 9.0558 8.5419 13.7491
H 10.2972 10.0513 12.7650
H 8.1201 11.5702 13.7548
H 7.6997 10.1224 12.8143
H 9.4622 12.4424 11.7881
H 7.9071 12.1293 11.3307
H 9.7797 10.3638 8.8620
H 10.4291 11.8442 9.6286
H 8.7294 11.6723 8.9773
C 26.1911 11.0326 14.1267
O 25.0355 10.4025 14.6705
C 24.5876 9.3143 13.9225
C 23.3369 9.6549 13.0419
N 23.4984 10.6847 11.9983
C 22.1986 10.8875 11.3030
C 21.7377 9.6765 10.4463
O 20.9684 8.7422 11.2376
C 20.4659 7.6598 10.4861
H 27.0320 10.3394 14.1477
H 26.3416 11.9099 14.7559
H 25.8569 11.3814 13.1496
H 24.3111 8.5434 14.6418
H 25.3524 8.9237 13.2513
H 22.5239 10.0011 13.6801
H 23.0376 8.7025 12.6043
H 23.9687 11.5090 12.3437
H 22.2235 11.8073 10.7185
H 21.4207 11.0764 12.0428
H 22.6068 9.1956 9.9972
H 21.2135 10.0962 9.5877
H 21.1836 6.8793 10.2334
H 19.9972 8.0155 9.5686
H 19.6547 7.1253 10.9805
C 18.0309 3.4019 10.4761
O 16.6759 3.0270 10.5055
C 16.3884 1.6975 10.9575
C 14.8976 1.6054 11.2504
N 14.5378 2.4732 12.3440
C 13.0940 2.4577 12.6568
C 12.7559 3.6923 13.5737
O 13.2917 4.8577 12.8989
C 13.1550 5.9936 13.6685
H 18.7090 2.6642 10.0470
H 18.3255 3.6426 11.4976
H 18.0939 4.3336 9.9140
H 16.9312 1.5156 11.8851
H 16.7659 0.9671 10.2419
H 14.5825 0.6218 11.5986
H 14.2408 1.8388 10.4123
H 14.8608 3.4004 12.1075
H 12.8400 1.5427 13.1919
H 12.4404 2.5056 11.7858
H 13.3031 3.5460 14.5050
H 11.7015 3.7714 13.8383
H 12.1192 6.3225 13.7526
H 13.6628 6.8311 13.1901
H 13.6215 5.9652 14.6532
C 15.0293 12.7292 16.9048
O 16.3373 12.2299 17.3073
C 16.5069 10.7939 17.1679
C 17.9608 10.5178 17.4863
N 18.2620 10.4469 18.9285
C 18.0833 11.7345 19.6201
C 19.1113 12.9179 19.3528
O 20.4481 12.7379 19.7725
C 21.1693 11.7108 19.1101
H 14.3272 12.1777 17.5300
H 14.8704 12.5988 15.8343
H 14.9467 13.7933 17.1264
H 16.1551 10.4692 16.1887
H 15.8571 10.3040 17.8930
H 18.6994 11.0495 16.8863
H 18.1335 9.5191 17.0851
H 17.5422 9.9180 19.3999
H 18.1695 11.6141 20.7000
H 17.0567 12.0385 19.4156
H 18.7819 13.8322 19.8464
H 19.1318 13.1249 18.2828
H 22.2194 11.7268 19.4020
H 21.1966 11.8308 18.0271
H 20.7996 10.7133 19.3478
C 15.4769 7.5449 4.8653
C 15.1958 8.9031 5.4469
C 13.6682 9.0923 5.6299
O 13.4015 10.4103 6.0263
C 11.9951 10.6970 6.0881
N 15.9737 9.0000 6.6519
H 15.0998 7.5087 3.8432
H 14.9910 6.7506 5.4320
H 16.5309 7.2936 4.7471
H 15.5921 9.6517 4.7607
H 13.2778 8.4451 6.4153
H 13.0793 8.8787 4.7379
H 11.4378 10.6400 5.1531
H 11.8096 11.6772 6.5275
H 11.4276 10.0577 6.7644
H 15.9127 9.9492 6.9917
H 15.6078 8.3753 7.3561
C 12.5248 13.8403 0.7028
C 12.9483 13.2969 2.1058
C 11.8772 13.0457 3.1761
O 11.0457 14.1806 3.4976
C 11.7855 15.2251 4.0866
N 13.5684 12.0261 1.7989
H 11.9527 14.7678 0.7268
H 11.9199 13.1370 0.1304
H 13.4667 14.0546 0.1978
H 13.6664 13.9615 2.5861
H 12.3971 12.6738 4.0590
H 11.1391 12.2940 2.8962
H 11.1779 16.0915 4.3478
H 12.4920 15.5844 3.3384
H 12.3511 14.9808 4.9858
H 14.2307 11.8194 2.5329
H 14.1211 12.1254 0.9594
C 13.5987 4.6799 9.4072
C 14.8385 4.8663 8.5058
C 15.8939 5.8541 9.0766
O 15.4799 7.2541 9.0148
C 16.1121 8.1701 9.8919
N 15.4000 3.5817 8.3142
H 13.3559 5.6555 9.8284
H 13.6719 4.0934 10.3231
H 12.7390 4.3226 8.8403
H 14.5109 5.3040 7.5628
H 16.8708 5.7516 8.6040
H 16.0586 5.6404 10.1327
H 16.0359 7.8514 10.9315
H 15.5954 9.1233 9.7797
H 17.1535 8.3813 9.6489
H 16.2079 3.7721 7.7389
H 15.7754 3.2709 9.1988
C 11.8725 14.1589 8.9495
C 12.7932 15.3163 9.3803
C 12.7964 16.3859 8.2650
O 13.4938 15.9804 7.1532
C 13.7599 17.0350 6.2365
N 12.1685 15.9212 10.6272
H 10.8080 14.3889 8.9049
H 12.0468 13.4488 9.7579
H 12.2170 13.7750 7.9894
H 13.8333 15.0305 9.5375
H 13.2385 17.2951 8.6723
H 11.7638 16.5736 7.9707
H 14.3659 16.5850 5.4501
H 14.4195 17.7663 6.7037
H 12.8160 17.4032 5.8347
H 12.3489 15.2384 11.3493
H 12.7992 16.6193 10.9946
```

Summary:
**E_HOMO**: -8.50 eV
**Gap between HOMO and LUMO**: 8.657 eV

***

Record 5
Formula: C19H20FN5O2
Source: the Open Molecules 2025 dataset
Level of theory: ωB97M-V/def2-TZVPD

Geometry as XYZ:
```
47
C19H20FN5O2 | the Open Molecules 2025 dataset | ωB97M-V/def2-TZVPD
C -1.4831 -5.4714 4.0623
O -0.4015 -4.5350 4.1643
C -0.2745 -3.7248 2.9801
C 0.9596 -2.7925 3.0686
C 2.1913 -3.6579 3.1687
N 1.1600 -2.0069 1.8723
C 0.4834 -0.8757 1.6278
N -0.5964 -0.5397 2.3199
C -1.1923 0.5709 2.0000
C -0.6818 1.3349 0.9440
C 0.4648 0.9348 0.2905
C 1.0427 1.6977 -0.8220
N 2.2876 2.1320 -0.8207
N 2.3523 2.9096 -1.9396
C 1.2152 2.9033 -2.6623
C 0.2826 2.1656 -1.9902
C -1.1097 1.9263 -2.3584
C -1.7910 0.7249 -2.0078
C -3.1460 0.5085 -2.3439
C -3.8548 1.4901 -3.0600
F -5.1677 1.3112 -3.3860
C -3.2246 2.7265 -3.3025
C -1.8693 2.9223 -3.0060
O 1.2608 3.6209 -3.8334
C 2.6364 4.0335 -3.9636
C 3.3473 3.7196 -2.6402
N 1.0182 -0.1925 0.6362
H -1.5742 -6.0885 4.9556
H -2.4514 -4.9679 4.0084
H -1.3225 -6.1004 3.1992
H -1.1779 -3.1494 2.8038
H -0.1074 -4.3776 2.1028
H 0.8132 -2.1233 3.9228
H 2.2961 -4.2992 2.2566
H 3.0940 -3.0472 3.2367
H 2.1300 -4.2817 4.0492
H 2.0869 -1.9372 1.4495
H -2.0736 0.8713 2.5859
H -1.2031 2.2603 0.6932
H -1.2457 -0.0651 -1.4788
H -3.6256 -0.4156 -2.0538
H -3.8426 3.5218 -3.6946
H -1.4012 3.8595 -3.2157
H 3.1492 3.4957 -4.7621
H 2.7069 5.1091 -4.1773
H 3.5152 4.6857 -2.0843
H 4.3243 3.2135 -2.7947
```

Summary:
**E_HOMO**: -8.14 eV
**SMILES string**: COC[C@@H](C)Nc1nccc(-c2nn3c(c2-c2ccc(F)cc2)OCC3)n1
**Gap between HOMO and LUMO**: 8.778 eV

***

Record 6
Formula: C4H14NOS2
Source: the Open Molecules 2025 dataset
Level of theory: ωB97M-V/def2-TZVPD

Geometry as XYZ:
```
22
C4H14NOS2 | the Open Molecules 2025 dataset | ωB97M-V/def2-TZVPD
N 1.0197 -0.2239 -0.3879
C 0.1803 0.1192 -1.6895
C 0.0806 -1.2277 -2.4703
C -1.2279 0.5188 -1.2427
S -1.3636 2.1849 -0.3781
S -0.1624 2.2006 1.0865
C -0.8168 1.6606 2.6722
H 1.5111 -1.1126 -0.4764
H 1.7469 0.4750 -0.2588
H 0.5388 -0.3394 0.4968
H 0.6888 0.9651 -2.1753
H 0.6816 -1.2039 -3.3646
H -0.9516 -1.4923 -2.6198
H 0.5254 -1.9567 -1.8314
H -2.0139 0.5974 -2.0533
H -1.6374 -0.3298 -0.6801
H -0.6493 2.3131 3.5360
H -0.3811 0.6585 2.7462
H -1.9330 1.5930 2.7483
H 0.8844 -2.3862 2.3122
H 1.8333 -1.1572 2.2907
O 1.4464 -1.8564 1.7394
```

Summary:
**E_HOMO**: -12.64 eV
**Relative energy (zero: lowest compared OMol25 entry of this formula, charge and spin)**: 114.4 kJ/mol
**Gap between HOMO and LUMO**: 9.520 eV
**Charge**: +1

***

Summary of max |F| in eV/A
2.3; 6.4; 0.9; 2.7; 2.4; 3.8
(order as listed above)